Here is C3H15NO3S as an isolated structure from the OMol25 dataset. Energies are from ωB97M-V/def2-TZVPD.

```
23
C3H15NO3S (ωB97M-V/def2-TZVPD)
C -0.120 1.653 -0.094
C -0.293 0.563 -1.153
C -1.739 0.106 -1.232
S -2.281 -0.431 0.378
N 1.269 1.779 0.148
H -0.626 2.569 -0.494
H -0.706 1.134 0.734
H 0.305 -0.273 -0.777
H 0.091 0.907 -2.114
H -2.486 0.814 -1.602
H -1.806 -0.675 -2.014
H -2.180 0.502 3.596
H 1.495 2.598 0.712
H 1.686 0.911 0.571
H -2.152 0.583 2.854
H -0.492 -1.461 0.865
O 0.371 -1.702 1.170
H 2.392 -0.711 -0.500
H 2.615 -1.732 -1.748
O 2.016 -1.075 -1.381
H 2.986 -0.072 1.370
H 1.013 -0.911 1.204
O 2.197 0.054 0.833
```

The HOMO-LUMO gap is 0.18750 Eh. The net charge is 0. The value obtained for the lowest unoccupied orbital energy is -4.09 eV. As for the total energy: -801.667031 a.u. For the energy above the lowest of the compared OMol25 structures with the same formula, charge and spin, the calculation gives 742.1 kJ/mol.

Mulliken atomic charge list, values in e, 6 entries:
1 C 0.0893
2 C -0.7261
3 C -0.5182
4 S -0.0917
5 N -0.4045
6 H 0.3561

Here is one molecule with the formula C6H4F4O from the OMol25 dataset. Energies are from ωB97M-V/def2-TZVPD.

```
15
C6H4F4O (ωB97M-V/def2-TZVPD)
C -0.244 0.762 0.707
O 0.638 -0.068 -0.011
C 0.021 -1.093 -0.656
C -1.271 -1.485 -0.563
F -2.378 -0.918 -0.114
C -1.416 -2.685 -1.409
F -2.503 -3.442 -1.462
C -0.258 -3.028 -1.967
F -0.055 -4.002 -2.862
C 0.850 -2.096 -1.427
F 1.679 -2.710 -0.644
H -1.107 1.082 0.187
H 0.157 1.631 0.993
H -0.642 0.334 1.612
H 1.420 -1.732 -2.418
```

The HOMO-LUMO gap is 0.33193 Eh. The net charge is 0. The value obtained for the lowest unoccupied orbital energy is 0.57 eV. As for the total energy: -705.613706 a.u. As for the structure (SMILES): COC1=C(F)C(F)=C(F)[C@@H]1F. For the energy above the lowest of the compared OMol25 structures with the same formula, charge and spin, the calculation gives 0.0 kJ/mol.

Mulliken atomic charge list, values in e, 6 entries:
1 C -0.9291
2 O -0.4097
3 C -0.2682
4 C 0.5124
5 F -0.2568
6 C 0.3770

Here is C34H34BrN3OPt as an isolated structure from the OMol25 dataset. Energies are from ωB97M-V/def2-TZVPD.

```
74
C34H34BrN3OPt (ωB97M-V/def2-TZVPD)
Pt -1.033 0.212 0.453
Br -7.540 -2.952 -1.365
C -5.735 -2.474 -0.958
C -4.707 -3.333 -1.343
C -3.406 -2.936 -1.157
C -3.079 -1.712 -0.537
O -1.826 -1.380 -0.503
C -4.148 -0.914 -0.007
C -3.962 0.241 0.788
N -2.811 0.736 1.209
C -2.738 1.843 2.022
C -3.798 2.398 2.759
C -3.608 3.557 3.487
C -2.391 4.217 3.486
C -1.295 3.688 2.787
C -0.023 4.302 2.727
C 1.007 3.651 2.071
C 0.782 2.424 1.472
N -0.428 1.835 1.464
C -1.460 2.456 2.096
C -5.473 -1.296 -0.308
H -4.933 -4.288 -1.790
H -2.591 -3.556 -1.501
H -4.877 0.746 1.078
H -4.753 1.902 2.794
H -4.432 3.954 4.064
H -2.269 5.127 4.052
H 0.128 5.273 3.172
H 1.998 4.081 2.026
H 1.579 1.901 0.961
H -6.284 -0.643 -0.016
C -0.557 3.898 -2.633
C 0.448 2.795 -2.502
C 1.667 2.818 -3.172
C 2.572 1.777 -3.005
C 3.850 1.765 -3.790
C 2.305 0.752 -2.113
C 1.095 0.700 -1.381
C 0.163 1.729 -1.680
N 0.742 -0.177 -0.409
C 1.517 -1.344 -0.018
C 2.890 -0.989 0.588
C 3.620 -2.266 1.017
C 3.800 -3.192 -0.185
C 2.427 -3.576 -0.737
C 1.617 -4.288 0.346
C 1.449 -3.346 1.538
C 2.820 -2.984 2.102
C 0.729 -2.078 1.081
C 1.686 -2.321 -1.199
H -0.245 4.640 -3.362
H -0.681 4.390 -1.667
H -1.525 3.494 -2.925
H 1.903 3.632 -3.839
H 3.903 2.629 -4.446
H 3.905 0.864 -4.400
H 4.713 1.775 -3.127
H 3.061 -0.006 -1.997
H -0.830 1.685 -1.233
H 2.725 -0.351 1.459
H 3.511 -0.435 -0.113
H 4.603 -1.988 1.413
H 4.343 -4.089 0.119
H 4.391 -2.694 -0.957
H 2.556 -4.246 -1.596
H 2.131 -5.201 0.658
H 0.639 -4.574 -0.047
H 0.845 -3.835 2.310
H 3.346 -3.887 2.420
H 2.708 -2.340 2.978
H 0.586 -1.400 1.933
H -0.245 -2.361 0.682
H 0.691 -2.580 -1.569
H 2.231 -1.860 -2.021
```

The HOMO-LUMO gap is 0.17989 Eh. The net charge is 0. The value obtained for the lowest unoccupied orbital energy is -1.41 eV. As for the total energy: -4248.918090 a.u.

Mulliken atomic charge list, values in e, 6 entries:
1 Pt 0.3925
2 Br -0.2256
3 C -0.1876
4 C -0.4938
5 C -0.5817
6 C 0.1623

Here is one molecule with the formula C9H14NOPS from the OMol25 dataset. Energies are from ωB97M-V/def2-TZVPD.

```
27
C9H14NOPS (ωB97M-V/def2-TZVPD)
C -1.643 -2.640 3.344
P -0.729 -2.213 2.011
C -0.618 -0.384 2.090
O 0.769 -2.527 2.383
S -0.546 -2.657 -0.088
N 0.829 -1.666 -0.397
C 0.799 -0.401 -0.913
C -0.242 -0.172 -1.789
C -0.466 1.135 -2.305
C 0.406 2.130 -2.050
C -0.008 3.515 -2.482
C 1.496 1.933 -1.179
C 1.742 0.618 -0.701
H -1.575 -3.732 3.719
H -2.687 -2.525 3.308
H 0.356 -0.137 2.082
H -1.094 -0.025 1.132
H -1.127 0.037 2.891
H 0.760 -3.429 2.711
H 1.663 -1.973 0.181
H -0.938 -0.921 -2.153
H -1.267 1.321 -3.124
H 0.694 4.022 -3.124
H -0.948 3.386 -3.066
H -0.280 4.160 -1.589
H 2.252 2.735 -1.013
H 2.404 0.410 0.120
```

The HOMO-LUMO gap is 0.30127 Eh. The net charge is 0. The value obtained for the lowest unoccupied orbital energy is 0.56 eV. As for the total energy: -1220.799845 a.u. As for the structure (SMILES): C=[P@@](C)(O)SNc1ccc(C)cc1. For the energy above the lowest of the compared OMol25 structures with the same formula, charge and spin, the calculation gives 8.2 kJ/mol.

Mulliken atomic charge list, values in e, 6 entries:
1 C -1.0421
2 P 1.0054
3 C -1.0564
4 O -0.5413
5 S -0.2388
6 N -0.3422

Here is one molecule with the formula C16H24N4OS from the OMol25 dataset. Energies are from ωB97M-V/def2-TZVPD.

```
46
C16H24N4OS (ωB97M-V/def2-TZVPD)
C -4.337 -1.803 -2.005
C -4.574 -1.577 -0.512
N -3.431 -1.945 0.293
C -2.276 -1.259 0.417
S -1.018 -1.901 1.276
N -2.164 -0.070 -0.249
N -1.153 0.816 0.124
C -1.498 2.059 0.504
O -2.664 2.417 0.543
C -0.330 2.969 0.846
C 0.211 3.613 -0.436
C 0.846 2.577 -1.370
N 1.408 1.445 -0.638
C 2.369 0.721 -1.464
C 2.816 -0.554 -0.803
C 1.903 -1.576 -0.578
C 2.295 -2.742 0.053
C 3.609 -2.904 0.457
C 4.529 -1.896 0.226
C 4.132 -0.725 -0.396
C 1.955 1.870 0.640
C 0.813 2.254 1.588
H -3.488 -1.217 -2.348
H -4.131 -2.853 -2.199
H -5.218 -1.511 -2.570
H -5.417 -2.182 -0.174
H -4.824 -0.527 -0.326
H -3.388 -2.889 0.646
H -3.021 0.462 -0.407
H -0.174 0.576 -0.064
H -0.751 3.758 1.475
H -0.593 4.131 -0.960
H 0.954 4.360 -0.150
H 1.622 3.079 -1.973
H 0.096 2.181 -2.063
H 3.246 1.350 -1.697
H 1.864 0.484 -2.407
H 0.878 -1.456 -0.892
H 1.567 -3.517 0.238
H 3.917 -3.815 0.950
H 5.557 -2.017 0.537
H 4.853 0.063 -0.567
H 2.652 2.715 0.512
H 2.517 1.038 1.068
H 0.428 1.359 2.078
H 1.210 2.909 2.365
```

The HOMO-LUMO gap is 0.32374 Eh. The net charge is 0. The value obtained for the lowest unoccupied orbital energy is 0.69 eV. As for the total energy: -1316.542693 a.u. As for the structure (SMILES): CCNC(=S)NNC(=O)C1CCN(Cc2ccccc2)CC1. For the energy above the lowest of the compared OMol25 structures with the same formula, charge and spin, the calculation gives 0.0 kJ/mol.

Mulliken atomic charge list, values in e, 6 entries:
1 C -0.9719
2 C -0.5669
3 N -0.1503
4 C 0.0827
5 S -0.4197
6 N -0.5072

Here is a 3-piece molecular cluster, C15H21O7PS overall from the OMol25 dataset. Energies are from ωB97M-V/def2-TZVPD.

```
45
C15H21O7PS (ωB97M-V/def2-TZVPD)
C -2.492 1.795 -0.763
C -2.381 0.626 0.047
C -2.098 -0.614 1.085
C -0.626 -0.521 1.851
C 0.736 -0.883 1.373
P 1.123 -1.554 -0.373
S 1.524 -3.456 -0.457
C 1.746 -0.599 2.635
O 3.067 -0.887 2.687
O 1.013 -0.009 3.803
C -0.415 0.029 3.410
O -1.495 0.469 4.111
H -2.294 2.831 -1.319
H -2.903 -0.645 1.965
H -2.074 -1.652 0.498
H 0.018 -1.157 -1.238
H 2.304 -0.837 -0.858
C 7.984 -5.474 -0.685
C 7.678 -4.127 -1.310
O 6.725 -4.263 -2.379
C 5.384 -4.260 -2.212
C 4.825 -4.436 -0.832
O 4.637 -4.195 -3.188
H 7.094 -5.918 -0.231
H 8.754 -5.377 0.086
H 8.335 -6.179 -1.447
H 7.347 -3.388 -0.576
H 8.593 -3.726 -1.760
H 4.659 -5.498 -0.642
H 3.866 -3.908 -0.777
H 5.450 -4.009 -0.049
C -7.719 4.717 -0.829
C -6.592 3.941 -0.174
O -5.322 4.300 -0.748
C -4.567 5.344 -0.341
C -5.186 6.386 0.542
O -3.415 5.476 -0.753
H -7.615 5.792 -0.664
H -8.687 4.397 -0.433
H -7.711 4.560 -1.913
H -6.580 4.053 0.913
H -6.730 2.873 -0.373
H -5.612 7.177 -0.078
H -4.402 6.811 1.178
H -5.944 5.993 1.219
```

The HOMO-LUMO gap is 0.25784 Eh. The net charge is 0. The value obtained for the lowest unoccupied orbital energy is -2.25 eV. As for the total energy: -1850.045669 a.u. As for the structure (SMILES): C#CCC1=C([PH2]=S)C(=O)OC1=O.CCOC(C)=O.CCOC(C)=O.

Mulliken atomic charge list, values in e, 6 entries:
1 C -0.3533
2 C -0.0625
3 C -0.5324
4 C 0.2051
5 C 0.1234
6 P 0.1369